{"formula": "C25H50I2N2O14S4Si2", "method": "the ωB97M-V functional and the def2-TZVPD basis", "charge": 0, "e_tot_ev": -133679.184, "species": ["C", "C", "I", "C", "Si", "S", "C", "O", "N", "O", "O", "Si", "I", "C", "C", "O", "C", "C", "C", "N", "C", "C", "C", "C", "C", "C", "C", "O", "H", "H", "H", "H", "H", "H", "H", "H", "H", "H", "H", "H", "H", "H", "H", "H", "H", "H", "H", "H", "H", "H", "H", "H", "H", "H", "O", "S", "O", "O", "C", "C", "C", "H", "H", "H", "H", "H", "H", "H", "H", "O", "S", "O", "O", "C", "C", "C", "H", "H", "H", "H", "H", "H", "H", "H", "O", "S", "O", "O", "C", "C", "C", "H", "H", "H", "H", "H", "H", "H", "H"], "coordinates": [[-3.17604, 2.15256, 3.16167], [-3.22629, 3.28794, 2.11935], [-2.99060, 5.17215, 3.18746], [-4.55019, 3.35164, 1.35536], [-4.52577, 2.33163, -0.22811], [-4.30169, 0.26066, 0.25313], [-6.20096, 2.62689, -1.03675], [-6.23176, 2.35993, -2.44923], [-7.34750, 1.46368, -2.73910], [-8.23516, 2.03830, -3.20215], [-3.31242, 2.98719, -1.15426], [-2.24913, 2.13745, -2.10986], [-3.33114, 0.49881, -3.57613], [-1.49343, 3.46685, -3.22621], [-0.38893, 3.02551, -4.12743], [-0.39337, 2.02809, -4.78831], [-0.88410, 1.39304, -1.06974], [-0.20026, 0.17448, -1.68034], [0.93394, -0.37894, -0.79663], [0.63688, -1.71040, -0.28534], [1.15041, -2.78772, -1.13110], [0.05102, -3.39263, -1.99004], [-1.10156, -3.87094, -1.36267], [-2.13250, -4.43078, -2.10344], [-2.02514, -4.51687, -3.48746], [-0.88265, -4.05265, -4.12222], [0.15073, -3.49072, -3.37974], [1.25763, -3.04802, -4.07272], [-3.02293, 2.51649, 4.16704], [-4.12259, 1.61836, 3.14263], [-2.41387, 1.42055, 2.90509], [-2.38669, 3.22587, 1.43870], [-4.76619, 4.38215, 1.08295], [-5.37389, 2.99368, 1.97079], [-3.23177, 0.27386, 1.05351], [-6.37983, 3.69735, -0.91198], [-7.00472, 2.12101, -0.50211], [-2.31126, 3.89613, -3.80549], [-1.14687, 4.25271, -2.55421], [0.48483, 3.69855, -4.17760], [-1.27718, 1.13088, -0.08527], [-0.16018, 2.19389, -0.90303], [0.24522, 0.47765, -2.62728], [-0.92153, -0.61365, -1.87254], [1.88313, -0.35667, -1.33586], [1.06093, 0.28942, 0.05462], [0.97118, -1.81849, 0.65829], [1.93564, -2.40533, -1.78350], [1.57930, -3.56732, -0.50689], [-1.17752, -3.80293, -0.28921], [-3.01489, -4.78943, -1.59560], [-2.83316, -4.92995, -4.06990], [-0.78802, -4.09931, -5.19593], [1.47221, -2.14486, -3.82394], [-3.55457, 3.52042, 6.30594], [-3.26922, 4.01048, 7.62023], [-2.49474, 3.21809, 8.52307], [-4.63576, 4.42240, 8.31565], [-5.70111, 3.44592, 8.32693], [-5.49805, 2.37842, 9.38228], [-2.57465, 5.62099, 7.51091], [-5.80504, 3.01328, 7.33108], [-6.60198, 4.02024, 8.53201], [-4.64636, 1.74245, 9.14551], [-6.38756, 1.75160, 9.44754], [-5.31230, 2.83255, 10.35517], [-3.19513, 6.22448, 6.85433], [-1.57652, 5.50722, 7.09409], [-2.52372, 6.04720, 8.50905], [4.41228, 0.28921, -1.17913], [5.69067, 0.90899, -1.36348], [5.76880, 2.21473, -1.93761], [6.62358, -0.08788, -2.17124], [6.11038, -0.64293, -3.40602], [6.18261, 0.33835, -4.55706], [6.59144, 0.88326, 0.14650], [5.09266, -1.00096, -3.24473], [6.73672, -1.51068, -3.60129], [5.49706, 1.17234, -4.41318], [5.91936, -0.16624, -5.48658], [7.18831, 0.74749, -4.64831], [6.56108, -0.12214, 0.55627], [6.10361, 1.58493, 0.81912], [7.61235, 1.19693, -0.05245], [7.20325, -5.15634, -2.40787], [6.38456, -5.42626, -1.26521], [6.34064, -6.74387, -0.71402], [4.91012, -4.92567, -1.56411], [4.27683, -5.38056, -2.78492], [3.74945, -6.79547, -2.67155], [6.75234, -4.27591, 0.01434], [4.97304, -5.27641, -3.61777], [3.45765, -4.68247, -2.95067], [4.56083, -7.51752, -2.58919], [3.15993, -7.03868, -3.55542], [3.12177, -6.90005, -1.78682], [6.74195, -3.27311, -0.40376], [7.74259, -4.52414, 0.38918], [6.01147, -4.38242, 0.80187]], "atomic_forces_ev_per_a": [[-0.2, -0.1, -0.5], [-0.5, -0.1, 0.7], [0.2, 0.1, -0.2], [0.3, -0.2, -0.4], [0.2, 0.7, 0.7], [-0.3, -0.4, -0.4], [0.4, 0.0, -0.2], [-0.1, 0.1, 0.0], [-0.2, -0.1, 0.4], [0.1, 0.0, -0.3], [-0.2, -0.9, -0.1], [0.4, 0.4, -0.5], [0.0, 0.1, 0.2], [-0.4, -0.2, 0.6], [0.2, 0.5, 0.1], [0.0, -0.6, -0.3], [-0.5, -0.2, 0.0], [0.7, 0.2, -0.1], [-0.4, 0.1, 0.3], [0.3, -0.1, 0.1], [-0.7, 0.1, -0.3], [0.1, -0.1, 0.1], [0.1, -0.1, -0.6], [0.1, 0.1, 0.1], [0.3, 0.1, 0.2], [-0.1, 0.0, 0.2], [-0.4, 0.1, 0.3], [0.2, -0.1, -0.2], [0.1, -0.1, 0.2], [-0.1, -0.1, 0.1], [0.3, 0.0, 0.1], [0.2, 0.3, 0.0], [-0.1, 0.1, -0.2], [-0.1, 0.1, 0.2], [0.1, 0.3, 0.0], [-0.2, 0.1, 0.0], [-0.1, -0.2, 0.0], [-0.1, 0.0, -0.2], [0.1, 0.2, 0.0], [0.1, 0.1, 0.1], [-0.1, 0.0, 0.1], [0.1, 0.1, 0.0], [-0.2, -0.1, -0.3], [-0.1, -0.1, -0.1], [0.1, 0.0, -0.1], [0.0, 0.0, 0.1], [0.2, 0.1, 0.0], [0.3, -0.1, 0.1], [0.1, -0.1, 0.1], [0.0, 0.1, 0.1], [-0.1, 0.0, 0.0], [-0.1, -0.1, -0.1], [0.1, 0.0, -0.1], [0.0, 0.1, 0.1], [0.0, -0.2, 0.0], [-0.1, 0.3, 0.1], [0.1, -0.1, 0.0], [0.1, 0.1, 0.0], [-0.3, -0.3, 0.0], [0.2, 0.0, 0.0], [0.0, 0.1, 0.0], [0.1, 0.0, 0.0], [0.1, 0.1, 0.0], [0.0, 0.0, 0.0], [0.0, 0.0, 0.0], [-0.1, 0.0, 0.0], [0.0, 0.0, 0.0], [0.0, 0.0, 0.0], [0.0, 0.0, 0.0], [-0.2, 0.0, 0.0], [0.3, -0.2, 0.0], [-0.1, 0.1, 0.0], [0.0, 0.0, 0.1], [-0.1, -0.2, -0.4], [0.0, 0.2, 0.1], [0.0, 0.0, 0.0], [0.0, 0.1, 0.1], [0.1, 0.0, 0.1], [0.0, 0.0, 0.0], [0.0, -0.1, 0.0], [0.0, -0.1, 0.0], [0.0, 0.0, 0.0], [0.0, 0.0, 0.0], [0.0, 0.0, 0.0], [0.1, -0.1, -0.1], [-0.2, 0.2, 0.1], [0.1, -0.1, 0.0], [0.0, 0.1, 0.1], [-0.3, -0.1, -0.4], [0.2, -0.1, 0.2], [0.0, 0.1, 0.0], [0.1, 0.0, 0.1], [0.0, 0.1, 0.1], [0.0, 0.0, 0.0], [0.0, 0.1, 0.0], [-0.1, 0.0, 0.0], [0.0, 0.0, 0.0], [0.0, 0.0, 0.0], [0.0, 0.0, 0.0]]}

---

{"formula": "C7H14IN", "method": "the ωB97M-V functional and the def2-TZVPD basis", "charge": 0, "smiles": "[H]/N=C(\\C)C(C)(C)C=C.I", "e_tot_ev": -17073.289, "species": ["C", "C", "C", "C", "C", "C", "C", "N", "I", "H", "H", "H", "H", "H", "H", "H", "H", "H", "H", "H", "H", "H", "H"], "coordinates": [[1.44205, 1.22194, -0.17114], [-0.13714, 0.47935, 0.00571], [-0.70610, -1.16517, -0.41404], [2.66662, 0.83623, -0.48527], [-1.00364, 1.38964, -0.80697], [-0.28826, 0.53840, 1.52425], [0.37118, -2.08290, -0.80881], [-1.87586, -1.30168, -0.05368], [-4.81484, 0.09058, 0.07757], [1.13833, 2.32403, 0.07139], [3.45404, 1.62950, -0.47145], [2.97538, -0.18117, -0.78762], [-3.24053, -0.43443, 0.25442], [-1.39008, 2.22489, -0.28182], [-1.90455, 1.02937, -1.16911], [-0.53665, 1.88613, -1.62756], [-1.28005, 0.11052, 1.89562], [-0.24755, 1.57970, 1.84888], [0.50412, -0.02738, 1.96766], [0.68592, -1.93002, -1.80233], [0.08371, -3.18967, -0.88610], [1.14519, -2.10873, -0.08621], [-2.42842, -2.06852, -0.20516]], "atomic_forces_ev_per_a": [[-3.6, 0.0, 0.3], [1.8, -1.3, -0.7], [3.2, 3.2, 1.5], [0.6, 0.4, -0.1], [0.3, 1.2, 0.3], [-2.1, -0.1, 0.0], [-1.7, -3.3, -0.5], [-0.1, 2.4, 0.3], [-0.4, 0.2, 0.1], [1.1, -2.0, -0.4], [-0.6, -0.9, -0.1], [-0.4, 0.7, 0.3], [0.1, 0.2, -0.1], [-0.1, 1.0, 1.3], [-1.6, -1.6, -0.8], [0.8, -0.1, -0.8], [1.2, 0.6, -0.6], [0.1, -0.1, 0.1], [0.5, -0.3, 0.5], [0.9, 0.9, -1.0], [-0.3, 1.3, 0.4], [1.0, 0.6, 0.5], [-0.9, -3.1, -0.5]]}

---

{"formula": "C20H35ClO12P2", "method": "the ωB97M-V functional and the def2-TZVPD basis", "charge": 0, "smiles": "CCC(=O)OCCC1=C(C[C@H](C)Cl)C(=O)C=CC1=O.COP(=O)(OC)OC.COP(=O)(OC)OC", "e_tot_ev": -76974.367, "species": ["C", "C", "C", "O", "O", "C", "C", "C", "C", "C", "C", "C", "Cl", "C", "O", "C", "C", "C", "O", "H", "H", "H", "H", "H", "H", "H", "H", "H", "H", "H", "H", "H", "H", "H", "H", "H", "C", "O", "P", "O", "O", "C", "O", "C", "H", "H", "H", "H", "H", "H", "H", "H", "H", "C", "O", "P", "O", "O", "C", "O", "C", "H", "H", "H", "H", "H", "H", "H", "H", "H"], "coordinates": [[-1.04225, 3.34827, 2.48470], [-1.62136, 2.88160, 1.11897], [-1.11468, 1.51667, 0.63992], [-1.81324, 0.88016, -0.07721], [0.13315, 1.06123, 0.99096], [-0.07622, -0.32985, 1.37811], [1.13545, -0.87557, 2.16055], [1.26624, -0.16051, 3.50793], [0.52199, -0.44060, 4.58633], [-0.49770, -1.58219, 4.48962], [-1.63432, -1.55410, 5.55343], [-1.09279, -2.14147, 6.88373], [-2.96603, -2.66868, 4.98571], [0.76388, 0.41458, 5.81455], [-0.05993, 0.66116, 6.64303], [2.14018, 1.05698, 6.00818], [2.88444, 1.30288, 4.94294], [2.32414, 0.94117, 3.58086], [2.74544, 1.51130, 2.62479], [-1.61787, 4.22119, 2.84218], [-1.17373, 2.55098, 3.23305], [0.00202, 3.66221, 2.33854], [-2.71672, 2.78166, 1.21980], [-1.44276, 3.61564, 0.31494], [-0.22948, -0.98831, 0.50294], [-1.02022, -0.34823, 1.95328], [2.02589, -0.69515, 1.52907], [1.07527, -1.96528, 2.32475], [-0.98558, -1.63791, 3.50247], [0.01674, -2.55942, 4.61016], [-2.06324, -0.54962, 5.66032], [-1.84973, -2.03276, 7.67491], [-0.14777, -1.67815, 7.20510], [-0.86742, -3.20577, 6.67910], [2.43669, 1.30733, 7.03327], [3.86421, 1.77237, 5.07713], [-1.16264, 2.19695, -5.90836], [-2.06021, 2.54508, -4.86967], [-3.29482, 1.54323, -4.32410], [-2.89642, 0.25718, -5.00391], [-4.42174, 2.38259, -5.12337], [-4.45530, 2.33325, -6.53980], [-4.50548, 0.88644, -3.35380], [-4.04154, 0.20540, -2.17486], [-0.14182, 2.33441, -5.54329], [-1.26449, 1.17926, -6.27335], [-1.32383, 2.89119, -6.73581], [-4.04959, 1.39707, -6.92383], [-3.89621, 3.17893, -6.94711], [-5.49375, 2.42515, -6.85409], [-3.34172, 0.82870, -1.62379], [-3.56129, -0.73480, -2.45119], [-4.90103, -0.00644, -1.54103], [5.42796, -2.25875, -4.22414], [4.01696, -2.20638, -4.34551], [2.98238, -1.82573, -3.08000], [3.98527, -1.31556, -2.07523], [2.56848, -3.37222, -2.86082], [3.52314, -4.28387, -2.34393], [1.60340, -1.36164, -2.22794], [1.25299, 0.02764, -2.32777], [5.86486, -1.62831, -5.00159], [5.81262, -1.93572, -3.26160], [5.73992, -3.28938, -4.40646], [4.26034, -3.78668, -1.71297], [4.02176, -4.79631, -3.16975], [2.99106, -5.02615, -1.75086], [1.23095, 0.34655, -3.36999], [1.96692, 0.63534, -1.76896], [0.26020, 0.15977, -1.89923]], "atomic_forces_ev_per_a": [[-0.4, 0.3, -0.8], [0.4, 0.0, 0.9], [0.6, 1.7, -0.1], [-0.9, -1.1, -0.8], [-1.1, -0.2, 0.8], [0.3, -1.2, -0.2], [0.0, 1.0, 0.2], [0.9, 0.3, -0.5], [0.0, -0.2, -0.3], [-0.8, -0.1, 0.6], [1.1, -0.4, 0.3], [-0.3, -0.1, -0.4], [0.3, 0.5, 0.1], [1.5, 0.2, -0.4], [-1.3, 0.0, 0.7], [-0.7, -0.8, -0.2], [-0.1, -0.3, 0.2], [0.1, -0.4, 1.6], [0.3, 0.3, -1.4], [0.3, -0.3, -0.2], [0.4, 0.3, -0.2], [-0.3, -0.4, 0.5], [0.5, -0.1, -0.3], [0.1, -0.3, 0.3], [0.1, 0.6, 0.2], [0.6, -0.2, -0.1], [-0.3, 0.0, 0.4], [-0.3, 0.5, -0.2], [0.4, 0.3, 0.4], [-0.1, 0.5, -0.1], [0.1, -0.5, 0.0], [0.4, -0.2, -0.2], [-0.5, 0.0, -0.2], [-0.3, 0.4, 0.3], [-0.3, 0.0, -0.4], [-0.4, 0.0, -0.6], [1.0, -0.3, 0.0], [-1.2, 0.7, 2.6], [-1.7, -3.6, -6.7], [0.5, 0.7, 1.0], [-0.5, -0.1, 1.1], [0.3, 0.4, -0.3], [2.0, 2.6, 1.5], [0.1, -0.3, 0.2], [0.0, 0.0, 0.0], [-0.3, -0.1, 0.2], [-0.2, 0.1, 0.1], [0.0, 0.0, 0.1], [0.0, -0.1, -0.1], [0.0, 0.0, 0.2], [-0.1, -0.2, 0.1], [0.0, 0.1, -0.1], [-0.1, 0.1, -0.1], [0.8, 0.7, -0.3], [-2.8, 0.7, -0.7], [4.3, -3.1, 5.8], [-0.5, 0.5, -1.1], [-1.1, 0.6, 0.0], [0.4, -0.3, -0.4], [-0.3, 0.5, -3.5], [0.0, 0.4, 0.2], [0.0, 0.0, 0.0], [-0.3, 0.1, 0.1], [-0.2, 0.0, 0.0], [0.0, 0.1, 0.0], [0.1, 0.0, 0.1], [-0.1, 0.1, -0.1], [-0.1, 0.1, 0.1], [0.0, -0.1, 0.0], [0.0, -0.2, 0.0]]}

---

Number 1: LUMO level -0.2 eV. Number 2: LUMO level 0.6 eV. Number 3: LUMO level -1.5 eV.